Entry 1:
{
  "formula": "C3H3N3O2",
  "method": "ωB97M-V/def2-TZVPD",
  "relative_energy_kcal_mol": 132.0,
  "smiles": "O=CNc1cnno1",
  "orbital_gap_ev": 8.6806,
  "charge": 0,
  "molar_mass_da": 113.076,
  "energy_ev": -11720.234,
  "elements": ["O", "C", "N", "C", "C", "N", "N", "O", "H", "H", "H"],
  "coordinates": [[1.559, 1.571, -0.345], [0.970, 0.795, -1.280], [-0.199, 0.148, -1.062], [-0.418, -0.415, 0.051], [0.295, -0.281, 1.196], [-0.448, -0.589, 2.236], [-1.612, -0.997, 1.865], [-1.630, -0.881, 0.293], [1.131, 0.629, -2.386], [-1.049, -0.162, -1.777], [1.402, 0.183, 1.209]],
  "nbo_charge": [-0.559, 0.509, -0.608, 0.459, -0.210, -0.159, 0.076, -0.379, 0.156, 0.450, 0.265]
}

Entry 2:
{
  "formula": "C2H5Cl3O2SSi",
  "method": "ωB97M-V/def2-TZVPD",
  "relative_energy_kcal_mol": 0.0,
  "orbital_gap_ev": 11.2585,
  "charge": 0,
  "molar_mass_da": 227.572,
  "energy_ev": -62532.822,
  "elements": ["C", "C", "O", "O", "Si", "S", "Cl", "Cl", "Cl", "H", "H", "H", "H", "H"],
  "coordinates": [[-1.765, -0.553, -0.964], [0.561, -0.077, 1.194], [1.354, -0.647, -1.193], [2.411, 1.234, -0.060], [-0.914, 0.778, 0.074], [1.837, -0.087, 0.019], [-0.090, 2.286, -0.937], [-2.278, 1.468, 1.389], [3.375, -1.290, 0.522], [-0.960, -1.004, -1.564], [-2.085, -1.300, -0.221], [-2.520, -0.196, -1.641], [0.779, 0.459, 2.014], [0.296, -1.070, 1.367]],
  "nbo_charge": [-1.122, -1.038, -0.933, -0.911, 1.454, 2.105, -0.305, -0.350, -0.200, 0.273, 0.244, 0.260, 0.262, 0.260]
}

Entry 3:
{
  "formula": "H4O2",
  "method": "ωB97M-V/def2-TZVPD",
  "relative_energy_kcal_mol": 7.0,
  "smiles": "O.O",
  "orbital_gap_ev": 12.1889,
  "charge": 0,
  "molar_mass_da": 36.030,
  "energy_ev": -4159.637,
  "elements": ["O", "H", "H", "O", "H", "H"],
  "coordinates": [[-1.042, 2.070, -0.059], [-0.395, 1.340, 0.028], [-1.845, 1.661, 0.243], [1.474, -1.720, -0.157], [0.907, -0.913, -0.184], [0.903, -2.438, 0.129]],
  "nbo_charge": [-0.923, 0.458, 0.465, -0.933, 0.462, 0.471]
}

Entry 4:
{
  "formula": "C10H20OSi",
  "method": "ωB97M-V/def2-TZVPD",
  "relative_energy_kcal_mol": 206.7,
  "orbital_gap_ev": [8.9847, 5.2542],
  "charge": 0,
  "molar_mass_da": 184.355,
  "energy_ev": -20612.210,
  "elements": ["C", "C", "C", "C", "C", "C", "C", "C", "C", "C", "O", "Si", "H", "H", "H", "H", "H", "H", "H", "H", "H", "H", "H", "H", "H", "H", "H", "H", "H", "H", "H", "H"],
  "coordinates": [[0.487, -2.983, -1.698], [-0.118, -1.872, -1.954], [-0.512, -4.016, -1.567], [-1.906, -3.196, -1.651], [1.468, 1.476, -1.923], [-0.982, 1.555, -1.390], [1.140, 0.285, 2.962], [-0.415, 2.205, 3.289], [0.365, 1.159, -0.881], [0.836, 1.724, 2.516], [-1.457, -1.838, -1.856], [0.708, 2.205, 0.597], [1.534, -3.078, -1.561], [-0.484, -4.698, -2.423], [-0.522, -4.672, -0.659], [-2.569, -3.373, -2.445], [-2.581, -3.201, -0.756], [2.419, 1.595, -1.473], [1.729, 0.656, -2.579], [1.286, 2.305, -2.548], [-1.184, 1.196, -2.370], [-1.015, 2.584, -1.416], [-1.754, 1.195, -0.744], [0.842, 0.126, 4.015], [0.522, -0.261, 2.245], [2.209, -0.083, 2.954], [-1.252, 1.732, 2.889], [-0.579, 3.390, 3.215], [-0.343, 1.983, 4.360], [0.290, -0.023, -0.776], [1.625, 2.354, 3.105], [0.214, 3.571, 0.519]],
  "nbo_charge": [-0.467, 0.469, -0.434, -0.063, -0.621, -0.602, -0.618, -0.598, -0.701, -0.624, -0.546, 1.015, 0.238, 0.211, 0.217, 0.186, 0.184, 0.215, 0.214, 0.209, 0.209, 0.198, 0.209, 0.205, 0.200, 0.215, 0.191, 0.205, 0.200, 0.253, 0.221, -0.190]
}